The molecule C16H13O3P in a non-equilibrium geometry. Source: the Open Molecules 2025 dataset; level of theory: ωB97M-V/def2-TZVPD.

Its spin multiplicity is 1. For the strongest force on any atom, the calculation gives 4.62 eV/A. The frontier orbital gap is 8.731 eV. For the energy, the calculation gives -1184.54441 a.u.

Element x y z (Å)
O1 -2.0547 -0.9625 3.0946
P1 -0.6263 -0.6663 2.9621
O2 -0.0428 -0.8836 4.4231
C1 -0.4412 0.9229 2.3985
C2 -0.3542 0.9892 1.0495
C3 -0.3191 2.3431 0.3545
C4 0.1895 3.4352 1.0592
C5 0.2699 4.7313 0.3942
C6 -0.1250 4.8476 -0.9400
C7 -0.6014 3.7262 -1.6680
C8 -0.6141 2.4719 -1.0752
O3 -0.1860 0.0266 0.0933
C9 0.1026 -1.2433 0.4555
C10 0.3952 -2.1772 -0.6245
C11 0.0337 -3.5695 -0.5551
C12 0.1321 -4.4559 -1.6818
C13 0.7121 -4.0698 -2.9310
C14 1.1001 -2.7215 -3.0773
C15 0.9462 -1.7875 -1.9086
C16 0.1878 -1.6521 1.8144
H1 -0.8170 -1.2494 4.8878
H2 -0.6908 1.7906 3.1050
H3 0.6149 3.2724 2.0643
H4 0.6976 5.5195 0.8765
H5 -0.1056 5.8421 -1.3680
H6 -0.8862 3.8226 -2.7375
H7 -1.1378 1.7380 -1.5911
H8 -0.4129 -4.0975 0.2712
H9 -0.2330 -5.4797 -1.5224
H10 0.9227 -4.7025 -3.7697
H11 1.4809 -2.5348 -4.0544
H12 1.2257 -0.7036 -2.0414
H13 0.6372 -2.5228 2.2425

natural (NBO) population analysis, charges in e, atoms 1 to 8: O -1.118; P 2.160; O -0.985; C -0.738; C 0.363; C -0.076; C -0.194; C -0.192